(1)
{"formula": "H12O6", "method": "ωB97M-V with the def2-TZVPD basis set", "e_tot_ha": -458.61942, "homo_ev": -10.56, "gap_ev": 10.680, "lumo_ha": 0.0043, "spin_multiplicity": 1, "smiles": "O.O.O.O.O.O", "symbols": ["O", "H", "H", "O", "H", "H", "O", "H", "H", "O", "H", "H", "O", "H", "H", "O", "H", "H"], "positions_angstrom": [[-0.953, -0.753, 2.381], [-0.365, -0.795, 3.092], [-0.485, -0.384, 1.614], [-1.373, 0.273, -2.329], [-2.140, 0.535, -1.850], [-1.215, 0.956, -2.931], [0.259, 0.394, 0.161], [0.083, 1.313, 0.103], [0.032, 0.036, -0.694], [2.416, -1.521, 1.566], [1.920, -0.874, 1.113], [2.789, -2.017, 0.885], [-1.332, 2.450, 1.340], [-1.934, 3.183, 1.235], [-1.424, 2.346, 2.252], [1.574, -1.902, -2.646], [1.359, -1.053, -3.108], [0.793, -2.195, -2.189]], "lowdin_charge": [-0.05, 0.00, -0.02, 0.00, 0.04, 0.02, -0.03, 0.01, 0.02, -0.01, -0.03, 0.00, -0.01, 0.04, 0.01, -0.07, 0.05, 0.02]}

=====

(2)
{"formula": "C42H48N3O2PdS3", "method": "ωB97M-V with the def2-TZVPD basis set", "e_tot_ha": -3266.50926, "homo_ev": -4.15, "gap_ev": 6.529, "lumo_ha": 0.0874, "spin_multiplicity": 1, "charge": -1, "symbols": ["Pd", "C", "C", "N", "N", "C", "S", "S", "C", "C", "C", "C", "C", "C", "C", "C", "C", "C", "C", "C", "C", "O", "H", "H", "H", "H", "H", "H", "H", "H", "H", "H", "H", "H", "H", "H", "C", "C", "C", "C", "C", "C", "C", "S", "C", "O", "H", "H", "H", "H", "H", "H", "H", "H", "H", "H", "C", "C", "C", "C", "C", "C", "C", "C", "N", "C", "C", "C", "C", "C", "C", "C", "C", "C", "C", "H", "H", "H", "H", "H", "H", "H", "H", "H", "H", "H", "H", "H", "H", "H", "H", "H", "H", "H", "H", "H", "H", "H", "H"], "positions_angstrom": [[0.794, 0.138, 1.089], [3.277, 4.018, 1.233], [3.034, 2.539, 1.007], [1.836, 2.144, 0.736], [0.914, 3.200, 0.614], [-0.183, 3.003, 1.223], [-0.618, 1.655, 2.250], [-1.406, 4.283, 1.168], [-0.383, 5.733, 0.841], [0.008, 6.057, -0.594], [0.821, 7.171, -0.805], [1.219, 7.538, -2.085], [0.797, 6.793, -3.181], [-0.015, 5.684, -2.979], [-0.404, 5.316, -1.694], [4.187, 1.626, 1.084], [5.444, 2.153, 0.739], [6.607, 1.411, 0.773], [6.524, 0.074, 1.191], [5.315, -0.473, 1.544], [4.089, 0.263, 1.502], [2.986, -0.304, 1.863], [2.481, 4.425, 1.851], [3.249, 4.561, 0.281], [4.231, 4.189, 1.723], [0.513, 5.618, 1.449], [-0.963, 6.560, 1.251], [1.151, 7.758, 0.050], [1.860, 8.400, -2.226], [1.099, 7.076, -4.183], [-0.343, 5.091, -3.826], [-1.026, 4.441, -1.540], [5.500, 3.184, 0.395], [7.554, 1.853, 0.485], [7.421, -0.538, 1.226], [5.249, -1.507, 1.864], [-1.218, -3.141, -5.451], [-0.370, -2.813, -4.245], [0.808, -2.082, -4.374], [1.533, -1.684, -3.255], [1.086, -2.040, -1.994], [-0.068, -2.804, -1.843], [-0.784, -3.186, -2.965], [1.983, -1.334, -0.603], [2.407, -2.852, 0.230], [3.206, -0.749, -1.199], [-0.616, -3.191, -6.361], [-1.977, -2.362, -5.594], [-1.742, -4.090, -5.325], [1.151, -1.795, -5.364], [2.439, -1.091, -3.341], [-0.430, -3.060, -0.851], [-1.699, -3.761, -2.841], [2.907, -3.494, -0.493], [1.481, -3.305, 0.612], [3.056, -2.561, 1.061], [-4.941, -2.136, -1.816], [-3.629, -1.396, -1.695], [-3.190, -0.580, -2.719], [-2.000, 0.135, -2.546], [-1.460, 1.001, -3.659], [-1.284, 0.020, -1.364], [-1.649, -0.866, -0.309], [-2.875, -1.544, -0.529], [-0.847, -1.105, 0.807], [-1.377, -1.855, 1.977], [-2.700, -1.278, 2.544], [-3.160, -2.059, 3.786], [-2.091, -1.958, 4.879], [-0.784, -2.566, 4.361], [-1.008, -4.040, 4.009], [-2.057, -4.131, 2.900], [-3.380, -3.530, 3.400], [-1.566, -3.360, 1.663], [-0.332, -1.803, 3.111], [-5.376, -2.008, -2.809], [-5.663, -1.768, -1.083], [-4.812, -3.208, -1.636], [-3.772, -0.478, -3.635], [-2.266, 1.403, -4.282], [-0.798, 0.414, -4.305], [-0.870, 1.828, -3.259], [-0.414, 0.633, -1.255], [-3.265, -2.219, 0.215], [-3.483, -1.320, 1.786], [-2.540, -0.226, 2.777], [-4.097, -1.635, 4.155], [-2.418, -2.477, 5.788], [-1.932, -0.902, 5.135], [-0.014, -2.488, 5.131], [-1.344, -4.595, 4.894], [-0.066, -4.493, 3.672], [-2.210, -5.179, 2.631], [-3.749, -4.102, 4.259], [-4.140, -3.593, 2.610], [-2.269, -3.507, 0.845], [-0.601, -3.776, 1.339], [0.606, -2.216, 2.736], [-0.148, -0.772, 3.368]], "lowdin_charge": [0.63, -0.03, -0.24, -0.03, -0.07, -1.10, 0.62, 0.88, -0.44, -0.27, -0.06, -0.10, -0.11, -0.08, -0.06, -0.12, -0.08, -0.13, -0.12, -0.04, -0.41, -0.21, 0.06, 0.09, 0.07, 0.07, 0.07, 0.11, 0.09, 0.09, 0.10, 0.09, 0.10, 0.08, 0.09, 0.10, -0.05, -0.28, -0.05, -0.06, -0.35, -0.07, -0.03, 0.87, -0.20, -0.45, 0.07, 0.08, 0.07, 0.11, 0.11, 0.09, 0.12, 0.07, 0.04, 0.04, -0.06, -0.29, -0.05, -0.27, -0.04, -0.02, -0.29, -0.03, -0.07, -0.44, -0.09, -0.28, -0.12, -0.28, -0.13, -0.29, -0.12, -0.09, -0.12, 0.07, 0.08, 0.07, 0.10, 0.07, 0.07, 0.07, 0.08, 0.07, 0.10, 0.08, 0.13, 0.11, 0.12, 0.14, 0.11, 0.12, 0.13, 0.11, 0.12, 0.10, 0.11, 0.11, 0.06]}

=====

(3)
{"formula": "C9H12AsClN4S5Tc", "method": "ωB97M-V with the def2-TZVPD basis set", "e_tot_ha": -5335.81331, "homo_ev": [-18.59, -18.59], "gap_ev": [6.597, 6.598], "lumo_ha": [-0.4406, -0.4406], "spin_multiplicity": 1, "charge": 3, "symbols": ["Tc", "C", "C", "N", "N", "C", "N", "S", "C", "C", "C", "C", "C", "N", "H", "H", "H", "H", "H", "H", "H", "H", "H", "H", "S", "As", "S", "S", "S", "Cl", "C", "H", "H"], "positions_angstrom": [[-0.852, -0.608, -1.099], [0.482, 0.636, 2.912], [0.249, 0.448, 1.449], [-0.522, -0.449, 0.944], [-1.317, -1.252, 1.776], [-2.072, -2.180, 1.183], [-2.500, -3.139, 1.945], [-2.599, -2.023, -0.432], [0.872, 1.306, 0.416], [1.560, 2.428, 0.781], [1.946, 3.351, -0.237], [1.663, 3.025, -1.540], [1.039, 1.822, -1.837], [0.573, 1.010, -0.901], [-0.273, 0.100, 3.504], [0.393, 1.698, 3.152], [1.465, 0.261, 3.195], [-0.999, -1.351, 2.720], [-2.297, -3.198, 2.930], [-3.188, -3.779, 1.561], [1.815, 2.638, 1.807], [2.461, 4.278, 0.031], [1.955, 3.630, -2.411], [0.850, 1.514, -2.857], [3.192, -3.349, -3.518], [2.328, -2.965, -1.787], [0.799, -1.370, -2.812], [-0.617, -2.542, -2.303], [2.111, -3.526, 0.082], [-2.586, 1.331, -0.786], [-1.906, 0.662, -2.294], [-1.324, 1.433, -2.755], [-2.703, 0.155, -2.818]], "lowdin_charge": [0.78, 0.05, -0.20, -0.08, 0.06, -0.74, 0.20, 0.71, -0.19, 0.06, 0.06, 0.02, -0.12, -0.07, 0.10, 0.12, 0.13, 0.15, 0.16, 0.15, 0.14, 0.15, 0.15, 0.11, 0.32, -0.04, 0.17, 0.21, 0.25, 0.71, -0.58, 0.02, 0.05]}

=====

(4)
{"formula": "C3H6BNO2", "method": "ωB97M-V with the def2-TZVPD basis set", "e_tot_ha": -348.08629, "homo_ev": -11.00, "gap_ev": 11.028, "lumo_ha": 0.0009, "spin_multiplicity": 1, "smiles": "C[C@H](C#N)B(O)O", "symbols": ["B", "C", "C", "C", "N", "O", "O", "H", "H", "H", "H", "H", "H"], "positions_angstrom": [[0.364, 0.936, -0.149], [-1.680, -0.345, -0.535], [0.113, -1.587, 0.566], [-0.627, -0.203, 0.466], [-2.527, -0.327, -1.324], [0.923, 0.750, -1.336], [0.637, 2.072, 0.614], [0.763, -1.522, -0.284], [-0.489, -2.486, 0.454], [0.777, -1.560, 1.498], [-0.874, 0.078, 1.511], [1.426, 1.482, -1.637], [1.195, 2.713, 0.156]], "lowdin_charge": [-0.65, -0.22, -0.06, -0.22, 0.16, 0.23, 0.16, 0.06, 0.08, 0.11, 0.14, 0.10, 0.10]}

=====

(5)
{"formula": "C39H102N12O19P4", "method": "ωB97M-V with the def2-TZVPD basis set", "e_tot_ha": -4999.24513, "homo_ev": -8.11, "gap_ev": 8.422, "lumo_ha": 0.0113, "spin_multiplicity": 1, "smiles": "CN(C)P(=O)(N(C)C)N(C)C.CN(C)P(=O)(N(C)C)N(C)C.CN(C)P(=O)(N(C)C)N(C)C.CN(C)P(=O)(N(C)C)N(C)C.COC(=O)OC.COC(=O)OC.COC(=O)OC.COC(=O)OC.COC(=O)OC", "symbols": ["O", "P", "N", "C", "C", "N", "C", "C", "N", "C", "C", "H", "H", "H", "H", "H", "H", "H", "H", "H", "H", "H", "H", "H", "H", "H", "H", "H", "H", "O", "P", "N", "C", "C", "N", "C", "C", "N", "C", "C", "H", "H", "H", "H", "H", "H", "H", "H", "H", "H", "H", "H", "H", "H", "H", "H", "H", "H", "O", "P", "N", "C", "C", "N", "C", "C", "N", "C", "C", "H", "H", "H", "H", "H", "H", "H", "H", "H", "H", "H", "H", "H", "H", "H", "H", "H", "H", "O", "P", "N", "C", "C", "N", "C", "C", "N", "C", "C", "H", "H", "H", "H", "H", "H", "H", "H", "H", "H", "H", "H", "H", "H", "H", "H", "H", "H", "C", "O", "C", "O", "O", "C", "H", "H", "H", "H", "H", "H", "C", "O", "C", "O", "O", "C", "H", "H", "H", "H", "H", "H", "C", "O", "C", "O", "O", "C", "H", "H", "H", "H", "H", "H", "C", "O", "C", "O", "O", "C", "H", "H", "H", "H", "H", "H", "C", "O", "C", "O", "O", "C", "H", "H", "H", "H", "H", "H"], "positions_angstrom": [[-5.822, -15.587, 29.321], [-6.438, -15.548, 27.942], [-7.543, -14.197, 27.787], [-7.133, -12.942, 28.443], [-8.895, -14.194, 27.213], [-7.389, -16.928, 27.592], [-8.094, -17.641, 28.689], [-7.825, -17.172, 26.214], [-5.315, -15.307, 26.686], [-5.720, -14.831, 25.421], [-3.875, -15.701, 26.945], [-7.378, -12.034, 27.890], [-6.063, -13.017, 28.634], [-7.630, -12.997, 29.411], [-9.299, -15.103, 27.660], [-8.844, -14.095, 26.129], [-9.516, -13.348, 27.506], [-9.121, -17.275, 28.708], [-8.164, -18.723, 28.585], [-7.614, -17.602, 29.666], [-8.554, -17.982, 26.218], [-8.243, -16.228, 25.866], [-6.940, -17.352, 25.604], [-6.802, -14.920, 25.323], [-5.544, -13.756, 25.458], [-5.036, -15.242, 24.679], [-3.574, -15.586, 27.987], [-3.207, -15.190, 26.252], [-3.887, -16.766, 26.714], [-2.328, -5.738, 22.343], [-2.951, -6.418, 21.135], [-3.748, -5.187, 20.164], [-3.767, -3.798, 20.640], [-3.942, -5.391, 18.708], [-4.191, -7.553, 21.473], [-4.970, -8.031, 20.319], [-4.943, -7.510, 22.705], [-1.879, -7.227, 20.067], [-0.734, -6.467, 19.568], [-1.644, -8.692, 20.145], [-4.551, -3.230, 20.138], [-2.800, -3.369, 20.376], [-4.123, -3.732, 21.668], [-3.240, -4.709, 18.229], [-4.943, -5.024, 18.478], [-3.810, -6.427, 18.396], [-5.332, -9.020, 20.596], [-5.778, -7.350, 20.052], [-4.339, -8.266, 19.461], [-4.275, -7.292, 23.538], [-5.883, -6.969, 22.604], [-5.083, -8.584, 22.831], [-0.686, -6.571, 18.484], [-0.877, -5.396, 19.709], [0.144, -6.928, 20.020], [-0.938, -8.968, 19.363], [-2.595, -9.159, 19.886], [-1.262, -8.999, 21.118], [3.765, -6.249, 28.066], [3.394, -7.416, 27.237], [3.036, -6.976, 25.612], [1.612, -6.853, 25.235], [3.947, -6.121, 24.997], [1.992, -8.215, 27.840], [1.631, -9.595, 27.416], [1.156, -7.738, 28.948], [4.563, -8.654, 27.134], [4.938, -9.479, 26.024], [5.420, -8.968, 28.350], [1.149, -7.832, 25.358], [1.452, -6.371, 24.271], [1.175, -6.154, 25.948], [4.364, -6.555, 24.089], [4.759, -5.874, 25.682], [3.648, -5.079, 24.883], [2.320, -10.095, 26.735], [1.768, -10.069, 28.388], [0.633, -9.610, 26.978], [0.359, -7.079, 28.605], [0.792, -8.579, 29.538], [1.778, -7.037, 29.505], [4.580, -10.500, 26.156], [4.538, -9.117, 25.077], [6.027, -9.505, 25.967], [5.658, -10.022, 28.498], [4.901, -8.639, 29.251], [6.312, -8.344, 28.299], [-3.396, -3.556, 28.512], [-2.092, -3.770, 29.097], [-1.889, -2.575, 30.275], [-2.630, -2.653, 31.596], [-1.628, -1.235, 29.836], [-0.810, -3.646, 27.994], [-1.109, -3.067, 26.699], [0.528, -3.506, 28.522], [-1.841, -5.269, 29.913], [-2.879, -6.298, 29.893], [-0.795, -5.502, 30.928], [-2.006, -2.078, 32.280], [-2.782, -3.642, 32.028], [-3.563, -2.103, 31.470], [-2.400, -0.726, 29.258], [-0.771, -1.226, 29.163], [-1.099, -0.661, 30.596], [-1.106, -1.981, 26.791], [-0.424, -3.373, 25.909], [-2.113, -3.399, 26.434], [0.638, -3.069, 29.514], [0.967, -4.496, 28.643], [1.203, -2.890, 27.928], [-3.262, -6.387, 28.876], [-2.517, -7.224, 30.341], [-3.689, -5.955, 30.537], [-0.007, -4.755, 30.842], [-0.373, -6.505, 30.994], [-1.188, -5.270, 31.918], [-8.036, -10.226, 21.919], [-8.155, -10.321, 23.274], [-7.416, -11.192, 23.942], [-6.517, -11.867, 23.482], [-7.974, -11.415, 25.142], [-9.111, -10.724, 25.670], [-8.361, -11.132, 21.407], [-6.968, -10.124, 21.725], [-8.552, -9.364, 21.495], [-9.077, -10.813, 26.756], [-10.025, -11.232, 25.365], [-9.043, -9.684, 25.349], [1.734, -10.192, 23.511], [1.937, -11.653, 23.334], [2.735, -11.972, 22.289], [3.415, -11.104, 21.668], [2.774, -13.305, 22.147], [2.091, -14.261, 22.979], [2.611, -9.545, 23.478], [1.211, -10.089, 24.462], [1.142, -9.753, 22.709], [2.583, -15.202, 22.730], [1.026, -14.264, 22.747], [2.170, -14.151, 24.061], [-5.137, -4.638, 25.342], [-5.348, -3.773, 24.259], [-6.413, -2.961, 24.211], [-6.689, -2.326, 23.138], [-7.168, -3.084, 25.319], [-8.321, -2.256, 25.444], [-5.942, -5.361, 25.468], [-5.001, -4.142, 26.303], [-4.183, -5.079, 25.052], [-8.953, -2.373, 24.563], [-7.980, -1.236, 25.620], [-8.827, -2.414, 26.396], [-5.367, -8.218, 29.956], [-5.769, -7.352, 28.907], [-6.813, -7.712, 28.082], [-7.547, -8.712, 28.240], [-7.062, -6.727, 27.230], [-8.307, -6.768, 26.447], [-4.974, -7.563, 30.734], [-4.579, -8.909, 29.656], [-6.221, -8.763, 30.356], [-8.662, -5.799, 26.097], [-9.093, -7.142, 27.104], [-8.090, -7.504, 25.674], [-2.282, -6.636, 26.402], [-3.079, -7.749, 26.058], [-2.488, -8.714, 25.423], [-1.319, -8.774, 25.056], [-3.322, -9.863, 25.289], [-4.653, -9.881, 25.749], [-2.888, -5.837, 26.828], [-1.990, -6.082, 25.510], [-1.366, -6.962, 26.896], [-4.728, -9.737, 26.827], [-5.208, -10.789, 25.517], [-5.176, -9.076, 25.232]], "lowdin_charge": [-0.32, 0.62, -0.30, -0.10, -0.11, -0.31, -0.11, -0.11, -0.32, -0.14, -0.06, 0.06, 0.07, 0.08, 0.07, 0.06, 0.08, 0.07, 0.07, 0.07, 0.09, 0.04, 0.08, 0.06, 0.07, 0.09, 0.07, 0.08, 0.07, -0.33, 0.64, -0.31, -0.11, -0.12, -0.31, -0.12, -0.10, -0.32, -0.11, -0.09, 0.08, 0.08, 0.07, 0.07, 0.07, 0.06, 0.07, 0.09, 0.06, 0.07, 0.09, 0.07, 0.08, 0.08, 0.08, 0.08, 0.06, 0.08, -0.30, 0.59, -0.31, -0.08, -0.18, -0.30, -0.09, -0.12, -0.30, -0.14, -0.08, 0.04, 0.09, 0.07, 0.08, 0.07, 0.09, 0.06, 0.08, 0.07, 0.05, 0.08, 0.07, 0.07, 0.07, 0.08, 0.08, 0.07, 0.08, -0.26, 0.54, -0.30, -0.07, -0.14, -0.29, -0.11, -0.13, -0.28, -0.12, -0.11, 0.07, 0.07, 0.08, 0.09, 0.06, 0.09, 0.08, 0.09, 0.06, 0.07, 0.06, 0.09, 0.06, 0.09, 0.07, 0.06, 0.07, 0.07, -0.06, -0.02, -0.59, 0.13, -0.02, -0.02, 0.11, 0.07, 0.11, 0.08, 0.10, 0.08, -0.01, -0.02, -0.53, 0.06, -0.01, -0.04, 0.08, 0.07, 0.09, 0.09, 0.10, 0.09, -0.04, 0.00, -0.51, 0.05, -0.03, -0.03, 0.08, 0.09, 0.08, 0.10, 0.10, 0.09, -0.06, -0.03, -0.53, 0.06, -0.02, 0.01, 0.07, 0.10, 0.10, 0.09, 0.09, 0.09, -0.04, 0.01, -0.53, 0.10, -0.02, -0.06, 0.07, 0.10, 0.10, 0.09, 0.08, 0.08]}

=====

Q: What is the formula in the second record?
A: C42H48N3O2PdS3